#a
{
  "formula": "C9H13NO2",
  "method": "ωB97M-V with the def2-TZVPD basis set",
  "gap_ev": 9.3,
  "homo_energy_ev": -8.433,
  "symbols": ["O", "O", "N", "C", "C", "C", "C", "C", "C", "C", "C", "C", "H", "H", "H", "H", "H", "H", "H", "H", "H", "H", "H", "H", "H"],
  "xyz": [[1.233, 0.972, -0.495], [-1.670, 1.629, -0.802], [3.048, -1.612, 0.232], [1.912, -1.234, 1.114], [-1.953, 2.284, 0.441], [-1.197, 0.388, -0.276], [-0.327, -2.009, 0.644], [0.967, 1.657, -1.759], [-2.181, -0.619, -0.050], [-1.687, -1.845, 0.403], [0.611, -1.027, 0.500], [0.265, 0.111, -0.146], [0.855, 2.685, -1.537], [2.364, -0.304, 1.612], [1.873, 1.726, -2.279], [-3.192, -0.470, -0.411], [-1.262, 2.312, 1.204], [-2.323, 3.244, 0.099], [2.844, -2.436, -0.274], [-2.989, 1.926, 0.730], [0.026, 1.239, -2.142], [3.206, -0.947, -0.482], [1.889, -2.039, 1.885], [0.045, -2.905, 1.225], [-2.355, -2.725, 0.565]],
  "nbo_charge": [-0.512, -0.534, -0.818, -0.238, -0.269, 0.223, -0.186, -0.251, -0.262, -0.227, -0.120, 0.282, 0.181, 0.212, 0.190, 0.233, 0.193, 0.193, 0.341, 0.178, 0.214, 0.351, 0.202, 0.207, 0.217]
}

---

#b
{
  "formula": "C9H13NO2",
  "method": "ωB97M-V with the def2-TZVPD basis set",
  "gap_ev": 8.9,
  "homo_energy_ev": -8.239,
  "symbols": ["O", "O", "N", "C", "C", "C", "C", "C", "C", "C", "C", "C", "H", "H", "H", "H", "H", "H", "H", "H", "H", "H", "H", "H", "H"],
  "xyz": [[-3.243, -1.507, 0.344], [-0.148, -1.302, -0.766], [-3.458, 0.636, -0.336], [3.037, 0.456, -0.410], [0.935, -0.442, 1.112], [1.967, 0.264, 1.692], [2.020, -0.278, -1.024], [3.022, 0.769, 0.942], [-4.847, -1.045, -1.360], [4.190, 1.492, 1.564], [0.944, -0.683, -0.269], [-3.771, -0.694, -0.381], [-5.289, -2.025, -1.172], [1.860, 0.427, 2.762], [4.886, 0.815, 2.072], [3.909, 0.735, -0.988], [-2.718, 0.953, 0.284], [3.853, 2.222, 2.284], [-3.741, 1.214, -1.109], [2.099, -0.453, -2.090], [4.734, 1.995, 0.779], [-5.671, -0.318, -1.427], [-4.502, -1.064, -2.401], [0.068, -0.811, 1.637], [-0.136, -1.354, -1.739]],
  "nbo_charge": [-0.595, -0.661, -0.832, -0.182, -0.269, -0.180, -0.306, -0.064, -0.727, -0.619, 0.307, 0.665, 0.245, 0.209, 0.216, 0.204, 0.408, 0.214, 0.386, 0.209, 0.211, 0.222, 0.230, 0.231, 0.479]
}

---

Order from most stable to least stable according to the calculation: #b, #a

---

#a
{
  "formula": "C9H13NO2",
  "method": "ωB97M-V with the def2-TZVPD basis set",
  "gap_ev": 9.0,
  "homo_energy_ev": -8.390,
  "symbols": ["O", "O", "N", "C", "C", "C", "C", "C", "C", "C", "C", "C", "H", "H", "H", "H", "H", "H", "H", "H", "H", "H", "H", "H", "H"],
  "xyz": [[-0.987, 2.380, -1.512], [0.779, 0.154, -2.856], [0.058, 3.364, 0.237], [-0.528, -0.920, -1.112], [1.821, -0.511, -0.844], [1.851, -1.437, 0.287], [0.695, -3.131, 1.657], [0.690, -0.471, -1.620], [-0.508, -1.845, -0.066], [-1.942, 1.921, 0.626], [-0.897, 2.506, -0.325], [0.678, -2.099, 0.652], [-0.312, -3.366, 1.930], [1.046, -2.792, 2.675], [0.441, 3.992, -0.514], [1.228, -3.947, 1.265], [2.786, -1.360, 0.876], [-0.064, 3.901, 1.167], [-1.477, -0.652, -1.549], [-1.683, 1.087, 1.239], [2.636, 0.101, -1.042], [-2.933, 1.837, 0.152], [0.186, 0.862, -2.906], [-2.046, 2.587, 1.464], [-1.518, -2.164, 0.118]],
  "nbo_charge": [-0.622, -0.700, -0.856, -0.250, -0.241, -0.201, -0.624, 0.281, -0.209, -0.731, 0.704, -0.062, 0.212, 0.213, 0.399, 0.223, 0.215, 0.400, 0.220, 0.251, 0.218, 0.241, 0.491, 0.215, 0.213]
}

---

#b
{
  "formula": "C9H13NO2",
  "method": "ωB97M-V with the def2-TZVPD basis set",
  "gap_ev": 8.9,
  "homo_energy_ev": -8.046,
  "symbols": ["O", "O", "N", "C", "C", "C", "C", "C", "C", "C", "C", "C", "H", "H", "H", "H", "H", "H", "H", "H", "H", "H", "H", "H", "H"],
  "xyz": [[-1.108, -0.719, -1.930], [0.060, -3.045, -0.388], [-1.172, -2.790, 1.401], [0.940, 0.400, -0.982], [1.364, 1.419, -0.168], [-0.016, -2.548, 0.702], [-0.466, 0.306, -1.247], [-1.362, 1.313, -0.848], [0.362, 2.344, 0.389], [-0.922, 2.389, -0.080], [1.015, 3.429, 1.099], [1.165, -1.728, 1.447], [0.919, -0.828, 2.009], [0.164, 4.268, 1.225], [1.875, -1.406, 0.601], [1.755, 3.918, 0.397], [-1.607, 3.306, -0.026], [-0.510, -1.445, -2.068], [1.298, 3.288, 2.112], [-2.385, 1.261, -1.128], [-1.782, -3.332, 0.887], [2.359, 1.628, -0.175], [1.758, -2.254, 2.114], [1.642, -0.220, -1.480], [-1.395, -2.492, 2.392]],
  "nbo_charge": [-0.679, -0.639, -0.832, -0.276, -0.192, 0.706, 0.299, -0.269, -0.066, -0.190, -0.621, -0.725, 0.230, 0.194, 0.235, 0.220, 0.220, 0.493, 0.223, 0.222, 0.397, 0.205, 0.226, 0.216, 0.403]
}

---

#c
{
  "formula": "C9H13NO2",
  "method": "ωB97M-V with the def2-TZVPD basis set",
  "gap_ev": 10.4,
  "homo_energy_ev": -9.793,
  "symbols": ["O", "O", "N", "C", "C", "C", "C", "C", "C", "C", "C", "C", "H", "H", "H", "H", "H", "H", "H", "H", "H", "H", "H", "H", "H"],
  "xyz": [[-2.015, -1.304, 0.117], [-0.391, -1.932, -1.291], [-0.216, -0.294, 1.804], [2.531, -0.118, 1.368], [0.068, 0.675, -2.382], [0.616, 0.007, 2.807], [-1.644, 1.449, -0.400], [-1.152, 0.448, -1.301], [1.930, 0.140, 2.665], [0.324, -0.533, 0.557], [-0.836, -0.883, -0.502], [1.742, -0.625, 0.370], [-1.179, -2.084, -1.823], [3.583, -0.329, 1.256], [1.044, 0.933, -2.073], [0.172, 0.328, 3.758], [-1.960, 0.139, -2.064], [2.459, 0.555, 3.482], [-0.950, 1.337, 0.446], [-1.730, -1.889, 0.868], [-1.644, 2.446, -0.769], [0.063, -0.250, -2.985], [2.071, -0.857, -0.689], [-2.660, 1.199, -0.016], [-0.224, 1.441, -3.203]],
  "nbo_charge": [-0.713, -0.713, -0.447, -0.171, -0.618, 0.017, -0.638, -0.220, -0.249, 0.182, 0.480, -0.247, 0.476, 0.221, 0.204, 0.195, 0.193, 0.218, 0.223, 0.489, 0.214, 0.220, 0.242, 0.234, 0.209]
}

---

Order from most stable to least stable according to the calculation: #a, #b, #c

---

#a
{
  "formula": "C2H8N2S2",
  "method": "ωB97M-V with the def2-TZVPD basis set",
  "gap_ev": [7.9, 7.2],
  "homo_energy_ev": [-7.588, -7.135],
  "symbols": ["S", "S", "N", "N", "C", "C", "H", "H", "H", "H", "H", "H", "H", "H"],
  "xyz": [[-2.165, 1.096, 0.668], [2.151, 1.097, 0.846], [-0.160, -2.221, 0.029], [-0.599, -1.070, 0.616], [-0.952, 0.046, -0.075], [1.298, 1.062, -0.617], [-0.744, -2.271, -0.765], [1.190, 1.163, 1.755], [-1.302, -0.126, -1.076], [-1.962, 1.942, -0.341], [1.030, 2.008, -1.042], [0.761, -2.117, -0.235], [-0.023, -0.784, 1.414], [1.477, 0.176, -1.178]],
  "nbo_charge": [0.041, -0.009, -0.607, -0.453, -0.124, -0.698, 0.346, 0.086, 0.185, 0.131, 0.198, 0.341, 0.372, 0.191]
}

---

#b
{
  "formula": "C2H8N2S2",
  "method": "ωB97M-V with the def2-TZVPD basis set",
  "gap_ev": 9.7,
  "homo_energy_ev": -9.066,
  "symbols": ["S", "S", "N", "N", "C", "C", "H", "H", "H", "H", "H", "H", "H", "H"],
  "xyz": [[2.730, 0.337, 1.424], [0.010, 1.448, 2.200], [0.343, -0.565, 0.595], [0.757, -1.530, -0.280], [-2.120, -0.039, -0.742], [1.006, 0.157, 1.261], [1.857, -1.498, -0.457], [-2.466, -0.781, -0.019], [0.081, -1.670, -1.006], [-0.435, 1.064, 3.306], [-1.568, -0.613, -1.473], [2.481, 1.519, 1.918], [-2.774, 0.598, -1.161], [-1.388, 0.609, -0.151]],
  "nbo_charge": [-0.012, -0.085, -0.262, -0.647, -0.839, -0.024, 0.359, 0.217, 0.393, 0.125, 0.179, 0.157, 0.205, 0.233]
}

---

Order from most stable to least stable according to the calculation: #b, #a

---

#a
{
  "formula": "C3H10NO",
  "method": "ωB97M-V with the def2-TZVPD basis set",
  "gap_ev": 11.8,
  "homo_energy_ev": -15.378,
  "charge": 1,
  "symbols": ["O", "N", "C", "C", "C", "H", "H", "H", "H", "H", "H", "H", "H", "H", "H"],
  "xyz": [[-0.275, -1.057, -1.134], [1.770, -0.650, 0.317], [0.646, 0.316, 0.589], [-1.589, 0.864, -0.296], [-0.639, -0.262, -0.017], [-1.119, -0.946, 0.683], [0.937, 1.277, 0.212], [2.652, -0.180, 0.135], [1.481, -1.291, -0.433], [0.519, 0.348, 1.674], [-1.649, 1.504, 0.600], [1.951, -1.185, 1.174], [-2.624, 0.567, -0.442], [-0.751, -0.815, -1.935], [-1.311, 1.509, -1.127]],
  "nbo_charge": [-0.749, -0.681, -0.238, -0.654, 0.072, 0.194, 0.232, 0.445, 0.476, 0.234, 0.239, 0.439, 0.249, 0.512, 0.229]
}

---

#b
{
  "formula": "C3H10NO",
  "method": "ωB97M-V with the def2-TZVPD basis set",
  "gap_ev": 11.2,
  "homo_energy_ev": -14.677,
  "charge": 1,
  "symbols": ["O", "N", "C", "C", "C", "H", "H", "H", "H", "H", "H", "H", "H", "H", "H"],
  "xyz": [[-1.898, 1.042, -2.312], [-0.139, -0.184, -0.572], [2.034, -0.218, 0.378], [0.753, -0.382, 0.620], [0.074, -0.436, 1.970], [0.624, 0.184, 2.687], [2.788, -0.178, 1.166], [-0.964, -0.116, 2.090], [-0.106, 0.747, -1.018], [0.076, -0.753, -1.400], [-1.107, -0.374, -0.325], [0.314, -1.446, 2.343], [-2.244, 0.947, -3.207], [2.516, -0.096, -0.587], [-2.722, 1.262, -1.833]],
  "nbo_charge": [-0.982, -0.698, -0.352, 0.127, -0.696, 0.266, 0.244, 0.246, 0.470, 0.451, 0.446, 0.264, 0.500, 0.226, 0.489]
}

---

Order from most stable to least stable according to the calculation: #a, #b